# C3H12N2O2

A cluster of 3 separate species, C3H12N2O2 in total (wB97M-V/def2-TZVPD, the Open Molecules 2025 dataset).

The calculation puts the energy above the lowest of the compared OMol25 structures with the same formula, charge and spin at 1.4447 eV. Its total charge is +1. As for the spin multiplicity: 2. The value obtained for the HOMO energy (alpha / beta) is -13.630 / -13.630 eV.

Geometry (Å):
C  1.32  1.32  0.49
C  1.20  -0.12  0.07
C  0.20  -0.92  0.58
N  -0.01  -2.30  0.41
N  2.10  -0.77  -0.88
H  1.57  1.23  1.55
H  0.40  1.70  0.36
H  2.22  1.84  0.11
H  -0.59  -0.45  1.07
H  -0.93  -2.69  0.26
H  0.77  -2.80  -0.04
H  1.76  -0.95  -1.76
H  2.97  -0.33  -0.85
H  -0.80  -0.62  3.94
H  -0.03  0.55  3.08
O  0.02  0.07  3.97
H  -4.21  1.62  -3.70
H  -4.09  2.15  -5.18
O  -3.78  2.24  -4.27

---

# C30H48GeN5O2RuS

A structure of composition C30H48GeN5O2RuS (wB97M-V/def2-TZVPD, the Open Molecules 2025 dataset).

The calculation puts the energy above the lowest of the compared OMol25 structures with the same formula, charge and spin at 0.0000 eV. Its total charge is +2. As for the spin multiplicity: 6. The value obtained for the HOMO energy (alpha / beta) is -12.023 / -13.612 eV.

Geometry (Å):
Ru  0.01  -0.23  -0.10
C  -1.83  -1.90  -1.87
N  -0.96  -2.09  -0.68
C  -1.80  -2.60  0.46
C  -3.04  -1.78  0.79
C  -2.83  -0.27  0.89
N  -1.49  0.01  1.41
C  -1.38  0.51  2.57
C  -0.15  0.72  3.32
C  -0.17  1.59  4.38
C  0.96  1.77  5.20
C  2.13  1.03  4.98
C  2.18  0.12  3.96
C  1.05  -0.09  3.09
O  1.10  -0.94  2.18
C  0.03  -3.17  -1.03
C  1.26  -3.21  -0.14
C  2.35  -2.28  -0.61
N  2.01  -0.86  -0.41
C  2.99  -0.03  -0.46
C  2.94  1.40  -0.24
C  4.13  2.12  -0.46
C  4.18  3.48  -0.23
C  3.04  4.13  0.25
C  1.87  3.44  0.49
C  1.80  2.07  0.24
O  0.66  1.45  0.53
H  -2.37  -2.82  -2.08
H  -1.21  -1.63  -2.72
H  -2.55  -1.10  -1.70
H  -1.15  -2.68  1.33
H  -2.12  -3.61  0.20
H  -3.40  -2.16  1.74
H  -3.84  -1.97  0.07
H  -3.59  0.18  1.52
H  -2.90  0.22  -0.09
H  -2.30  0.79  3.10
H  -1.07  2.15  4.61
H  0.91  2.49  6.01
H  2.98  1.18  5.63
H  3.05  -0.49  3.77
H  0.33  -3.00  -2.07
H  -0.51  -4.12  -1.01
H  1.66  -4.23  -0.17
H  1.01  -3.03  0.91
H  2.51  -2.44  -1.68
H  3.29  -2.49  -0.10
H  3.98  -0.43  -0.67
H  5.00  1.60  -0.81
H  5.09  4.03  -0.41
H  3.08  5.20  0.44
H  0.99  3.93  0.87
N  -2.11  4.63  -0.08
C  -1.67  4.05  -1.20
N  -1.08  4.82  -2.11
S  -1.85  2.38  -1.46
H  -2.15  5.63  0.02
H  -2.64  4.07  0.56
H  -0.97  5.82  -1.99
H  -0.77  4.40  -2.97
C  -0.84  3.41  -7.12
C  -0.43  2.31  -6.15
C  -1.57  1.86  -5.25
C  -1.18  0.73  -4.30
Ge  0.33  1.26  -3.15
C  2.12  0.60  -3.75
C  2.17  -0.90  -4.06
C  1.82  -1.29  -5.49
C  2.24  -2.72  -5.81
H  -0.01  3.72  -7.75
H  -1.20  4.29  -6.59
H  -1.64  3.07  -7.78
H  0.41  2.67  -5.54
H  -0.04  1.45  -6.70
H  -2.42  1.54  -5.87
H  -1.95  2.71  -4.67
H  -0.89  -0.15  -4.87
H  -2.03  0.45  -3.66
H  0.13  0.17  -1.87
H  2.82  0.88  -2.97
H  2.40  1.19  -4.63
H  1.52  -1.45  -3.36
H  3.19  -1.26  -3.85
H  2.31  -0.59  -6.18
H  0.75  -1.18  -5.67
H  3.32  -2.85  -5.72
H  1.95  -3.01  -6.82
H  1.77  -3.43  -5.12

---

# C41H50Br2NO4P

A cluster of 4 separate species, C41H50Br2NO4P in total (wB97M-V/def2-TZVPD, the Open Molecules 2025 dataset).

Its total charge is 0. As for the spin multiplicity: 1. The value obtained for the HOMO energy is -7.833 eV. As for the SMILES: CCCOc1c(C[C@@H](O)CN)cc2c(c1[C@H](Br)[C@@H](C)Br)C(=O)C=C(P(CC)CC)C2=O.c1ccccc1.c1ccccc1.c1ccccc1.

Geometry (Å):
C  0.25  2.52  -0.68
C  -0.86  1.60  -0.04
C  -0.57  1.17  1.42
O  -0.22  -0.21  1.65
C  0.58  -0.78  0.69
C  1.88  -0.34  0.58
C  2.48  0.70  1.51
C  3.82  0.23  2.14
O  4.49  1.39  2.62
C  3.45  -0.59  3.39
N  2.87  -1.89  3.04
C  2.71  -0.87  -0.39
C  2.20  -1.83  -1.21
C  0.90  -2.29  -1.09
C  0.06  -1.78  -0.12
C  -1.34  -2.37  0.01
Br  -2.79  -1.10  0.30
C  -1.26  -3.42  1.18
C  -1.69  -2.92  2.55
Br  -2.48  -4.91  0.70
C  0.50  -3.35  -2.08
O  -0.58  -3.43  -2.63
C  1.58  -4.33  -2.45
C  2.83  -3.90  -2.56
P  4.11  -5.12  -3.08
C  5.53  -5.15  -1.91
C  6.42  -3.86  -1.82
C  4.64  -4.86  -4.84
C  6.14  -4.54  -5.05
C  3.11  -2.44  -2.26
O  3.98  -1.80  -2.82
H  1.26  2.21  -0.40
H  0.06  3.53  -0.33
H  0.08  2.53  -1.76
H  -1.09  0.80  -0.74
H  -1.75  2.24  -0.01
H  0.15  1.88  1.83
H  -1.49  1.34  1.99
H  1.81  0.83  2.35
H  2.62  1.67  1.02
H  4.43  -0.35  1.45
H  4.88  1.17  3.47
H  2.72  -0.07  4.01
H  4.34  -0.74  4.04
H  2.74  -2.45  3.87
H  3.45  -2.38  2.37
H  3.74  -0.54  -0.48
H  -1.63  -2.94  -0.86
H  -0.26  -3.86  1.22
H  -2.76  -2.73  2.61
H  -1.09  -2.08  2.89
H  -1.51  -3.74  3.25
H  1.30  -5.36  -2.64
H  5.21  -5.46  -0.92
H  6.18  -5.96  -2.27
H  6.06  -3.09  -2.49
H  7.43  -4.11  -2.15
H  6.50  -3.53  -0.78
H  4.08  -4.01  -5.22
H  4.30  -5.71  -5.43
H  6.81  -5.16  -4.45
H  6.34  -4.63  -6.12
H  6.30  -3.49  -4.79
C  -1.37  6.60  1.65
C  -1.50  5.29  2.09
C  -2.73  4.82  2.53
C  -3.83  5.66  2.53
C  -3.71  6.97  2.08
C  -2.48  7.44  1.65
H  -0.41  6.96  1.30
H  -0.64  4.63  2.08
H  -2.83  3.80  2.88
H  -4.79  5.29  2.87
H  -4.57  7.62  2.08
H  -2.38  8.46  1.31
C  -8.66  3.51  5.84
C  -9.10  3.03  4.61
C  -8.18  2.75  3.61
C  -6.83  2.93  3.84
C  -6.39  3.40  5.07
C  -7.31  3.69  6.07
H  -9.38  3.73  6.62
H  -10.16  2.89  4.43
H  -8.53  2.39  2.65
H  -6.11  2.70  3.06
H  -5.33  3.53  5.25
H  -6.97  4.06  7.03
C  -0.46  0.49  -4.06
C  -0.83  -0.80  -4.41
C  -1.19  -1.08  -5.72
C  -1.17  -0.07  -6.68
C  -0.79  1.21  -6.32
C  -0.44  1.50  -5.01
H  -0.18  0.71  -3.03
H  -0.84  -1.58  -3.67
H  -1.49  -2.08  -6.00
H  -1.45  -0.29  -7.70
H  -0.77  2.00  -7.07
H  -0.15  2.50  -4.73

---

# C4H16N3SZn

A structure of composition C4H16N3SZn (wB97M-V/def2-TZVPD, the Open Molecules 2025 dataset).

Its total charge is -1. As for the spin multiplicity: 1. The value obtained for the HOMO energy is -0.826 eV.

Geometry (Å):
C  -1.04  0.52  -3.74
Zn  0.27  1.04  -2.49
N  0.94  -1.21  -2.69
H  -0.01  1.16  -0.82
H  1.34  1.85  -1.77
H  -1.54  1.50  -3.92
H  -1.79  -0.28  -3.78
H  -0.32  0.34  -4.56
H  0.53  -1.83  -2.01
H  1.94  -1.17  -2.54
H  0.76  -1.58  -3.61
C  -0.88  1.33  2.84
N  -1.32  0.14  2.10
C  -0.49  -0.48  1.21
S  -1.08  -0.95  -0.32
N  0.79  -0.68  1.57
C  1.21  -0.87  2.96
H  0.20  1.48  2.76
H  -1.17  1.21  3.89
H  -1.40  2.21  2.45
H  -2.26  0.22  1.71
H  1.35  -1.14  0.86
H  1.63  -1.88  3.07
H  1.99  -0.15  3.21
H  0.36  -0.76  3.62

---

# H3O3PS

An isolated molecule of H3O3PS (wB97M-V/def2-TZVPD, the Open Molecules 2025 dataset).

The calculation puts the energy above the lowest of the compared OMol25 structures with the same formula, charge and spin at 0.7082 eV. Its total charge is 0. As for the spin multiplicity: 1. The value obtained for the HOMO energy is -8.530 eV. As for the SMILES: OP(O)(O)=S.

Geometry (Å):
O  -0.59  -1.30  -0.48
O  -0.29  0.18  1.41
O  -0.38  1.09  -0.96
P  0.22  -0.05  -0.03
S  2.29  -0.05  0.19
H  -0.78  -1.24  -1.47
H  -0.43  -0.58  1.94
H  -0.04  1.96  -0.60

---

# C18H25BrGeIrN7

A structure of composition C18H25BrGeIrN7 (wB97M-V/def2-TZVPD, the Open Molecules 2025 dataset).

The calculation puts the energy above the lowest of the compared OMol25 structures with the same formula, charge and spin at 0.7055 eV. Its total charge is +3. As for the spin multiplicity: 2. The value obtained for the HOMO energy (alpha / beta) is -18.079 / -18.547 eV.

Geometry (Å):
Ir  -0.35  -0.85  -0.90
N  -3.10  0.39  0.54
C  -1.98  0.90  1.05
N  -2.08  1.74  2.05
C  -0.94  2.24  2.56
N  -1.02  3.11  3.54
N  0.31  1.90  2.11
C  0.33  1.07  1.13
N  -0.76  0.53  0.52
C  1.61  0.61  0.57
C  2.84  1.03  1.01
C  3.98  0.55  0.38
C  3.84  -0.34  -0.67
C  2.58  -0.75  -1.07
N  1.49  -0.28  -0.44
H  -3.97  0.67  0.95
H  -3.13  -0.23  -0.25
H  -1.92  3.38  3.91
H  -0.18  3.50  3.94
H  2.89  1.74  1.83
H  4.96  0.87  0.70
H  4.71  -0.74  -1.20
H  2.43  -1.44  -1.88
C  -0.62  -4.25  3.79
C  -0.43  -4.06  2.31
C  -0.24  -5.13  1.44
C  -0.08  -4.93  0.07
C  -0.14  -3.63  -0.34
Br  0.01  -3.03  -2.17
N  -0.32  -2.57  0.44
C  -0.47  -2.78  1.76
H  -0.42  -5.28  4.08
H  -1.64  -4.01  4.08
H  0.05  -3.60  4.36
H  -0.20  -6.14  1.84
H  0.07  -5.75  -0.62
H  -0.61  -1.90  2.38
C  -2.03  3.03  -1.69
Ge  -0.44  2.40  -2.60
C  -0.46  2.47  -4.53
C  1.23  2.93  -1.80
C  -0.59  0.18  -2.58
H  -2.18  4.06  -2.02
H  -1.89  3.06  -0.61
H  -2.92  2.47  -1.95
H  -0.48  3.53  -4.80
H  -1.34  1.99  -4.95
H  0.45  2.03  -4.94
H  1.45  3.92  -2.23
H  2.06  2.28  -2.05
H  1.16  3.06  -0.72
H  0.11  0.00  -3.40
H  -1.62  0.07  -2.95

---

# C15H8Cl5CrIN2O5

A structure of composition C15H8Cl5CrIN2O5 (wB97M-V/def2-TZVPD, the Open Molecules 2025 dataset).

The calculation puts the energy above the lowest of the compared OMol25 structures with the same formula, charge and spin at 0.1274 eV. Its total charge is +1. As for the spin multiplicity: 2. The value obtained for the HOMO energy (alpha / beta) is -11.742 / -11.767 eV.

Geometry (Å):
Cr  0.02  -0.06  -0.54
O  0.69  -0.74  3.53
C  0.38  -0.37  2.31
O  0.80  -0.92  1.30
C  -0.53  0.80  2.19
C  -1.13  1.53  3.19
C  -2.02  2.53  2.81
C  -2.29  2.75  1.46
C  -1.63  1.96  0.53
N  -0.77  1.03  0.91
C  -1.79  1.98  -0.97
O  -2.46  2.78  -1.55
O  -1.09  1.00  -1.55
H  1.24  -1.54  3.51
H  -0.93  1.32  4.23
H  -2.52  3.12  3.56
H  -2.99  3.50  1.13
Cl  -2.76  -1.55  1.50
C  -2.12  -2.33  0.09
C  -1.09  -1.73  -0.61
C  -0.60  -2.42  -1.70
Cl  0.74  -1.56  -2.46
C  -1.06  -3.63  -2.16
Cl  -0.37  -4.39  -3.53
C  -2.12  -4.21  -1.45
Cl  -2.76  -5.71  -1.95
C  -2.65  -3.56  -0.32
Cl  -3.94  -4.28  0.55
N  3.31  1.98  -1.77
C  2.93  1.07  -0.91
O  1.74  0.96  -0.57
C  3.92  0.08  -0.34
I  5.97  0.61  -0.44
H  2.62  2.61  -2.17
H  4.29  2.12  -1.99
H  3.80  -0.86  -0.88
H  3.67  -0.09  0.70

---

# C3H3NO2S

A cluster of 2 separate species, C3H3NO2S in total (wB97M-V/def2-TZVPD, the Open Molecules 2025 dataset).

The calculation puts the energy above the lowest of the compared OMol25 structures with the same formula, charge and spin at 9.8550 eV. Its total charge is 0. As for the spin multiplicity: 1. The value obtained for the HOMO energy (alpha / beta) is -9.595 / -9.636 eV.

Geometry (Å):
C  -0.77  1.00  -0.02
C  0.52  1.31  -0.21
C  0.02  -1.17  -0.06
N  -1.06  -0.50  -0.06
O  -2.23  -0.82  0.03
O  2.44  -0.06  0.65
S  1.51  -0.18  -0.50
H  -1.65  1.42  0.43
H  0.97  2.19  -0.15
H  0.24  -3.18  -0.12

---

# C5H10N4S2

A cluster of 2 separate species, C5H10N4S2 in total (wB97M-V/def2-TZVPD, the Open Molecules 2025 dataset).

The calculation puts the energy above the lowest of the compared OMol25 structures with the same formula, charge and spin at 1.7443 eV. Its total charge is 0. As for the spin multiplicity: 1. The value obtained for the HOMO energy (alpha / beta) is -6.815 / -6.816 eV.

Geometry (Å):
C  -1.71  0.33  1.25
C  -1.39  0.18  -0.96
C  -2.21  0.72  -0.05
C  1.52  -1.78  0.48
C  0.77  -1.08  -0.62
N  -0.68  -0.43  1.12
N  -0.37  -0.54  -0.18
N  -3.41  1.43  -0.27
N  2.05  0.80  -0.86
S  3.61  0.45  -0.25
S  1.17  1.86  0.11
H  -2.18  0.43  2.14
H  -1.29  0.25  -2.02
H  2.52  -2.22  0.13
H  0.92  -2.59  0.68
H  1.54  -1.16  1.36
H  0.75  -1.41  -1.58
H  -3.73  1.87  0.58
H  -3.47  1.94  -1.10
H  3.85  -0.59  -1.27
H  1.75  1.54  1.32

---

Number 1: E_tot -381.15961 Eh, maximum force 5.50 eV/A. Number 2: E_tot -4165.61769 Eh, maximum force 0.90 eV/A. Number 3: E_tot -7437.32877 Eh, maximum force 2.48 eV/A. Number 4: E_tot -2503.63417 Eh, maximum force 2.60 eV/A. Number 5: E_tot -967.14817 Eh, maximum force 5.05 eV/A. Number 6: E_tot -5838.51061 Eh, maximum force 0.26 eV/A. Number 7: E_tot -4705.10721 Eh, maximum force 0.26 eV/A. Number 8: E_tot -719.21810 Eh, maximum force 5.39 eV/A. Number 9: E_tot -1211.75344 Eh, maximum force 4.57 eV/A.